Here is a cluster of 4 separate species, H13N4 in total at a distorted geometry from the OMol25 dataset. Energies are from ωB97M-V with the def2-TZVPD basis set.

```
17
Properties=species:S:1:pos:R:3:forces:R:3
N -0.766 0.899 -0.448 -0.344 -0.667 0.174
H -0.089 1.461 -0.990 0.283 -0.071 0.174
H -1.510 0.679 -1.119 -0.223 0.114 0.160
H -0.313 0.000 -0.232 0.403 0.002 -0.167
H -1.136 1.302 0.429 0.170 0.174 -0.800
N -1.675 0.943 2.592 -0.842 1.780 1.930
H -0.894 1.528 2.922 0.699 -0.782 -0.256
H -1.889 0.063 3.075 0.364 -0.401 -0.406
H -2.474 1.597 2.579 -0.398 -0.502 -0.699
N 1.446 -2.181 0.380 -1.307 -0.554 -1.589
H 1.666 -1.844 1.300 0.501 -0.718 0.241
H 2.116 -2.802 -0.066 1.164 0.870 0.454
H 0.718 -2.897 0.375 -0.566 0.601 0.882
N 0.971 0.379 -2.449 1.225 0.345 -0.664
H 1.451 -0.517 -2.334 -0.208 0.041 0.421
H 1.735 1.045 -2.614 0.032 0.028 0.675
H 0.644 0.347 -3.400 -0.952 -0.259 -0.531
```
Forces are in eV/Å.

Values from the calculation:
**Multiplicity**: 2
**Total charge**: +2
**ΔE to the lowest compared entry with this formula, charge and spin**: 22.4 kcal per mole
**HOMO-LUMO gap (alpha / beta)**: 8.9 / 2.0 eV